(1)
{"formula": "C22H25Cl2N4O6PSeW", "method": "wB97M-V/def2-TZVPD", "species": ["W", "Se", "Cl", "Cl", "P", "O", "O", "O", "O", "O", "O", "N", "N", "N", "N", "C", "C", "C", "C", "C", "C", "C", "C", "C", "C", "C", "C", "C", "C", "C", "C", "C", "C", "C", "C", "C", "C", "H", "H", "H", "H", "H", "H", "H", "H", "H", "H", "H", "H", "H", "H", "H", "H", "H", "H", "H", "H", "H", "H", "H", "H", "H"], "coordinates": [[1.621, -0.152, 0.355], [0.726, 4.995, 5.964], [2.092, -0.522, -2.153], [2.489, -3.096, -0.916], [-1.263, -0.969, -0.733], [-1.066, -2.220, -1.626], [5.419, -1.020, -0.744], [-2.514, -0.759, -0.021], [-0.706, 0.233, -1.607], [-0.016, -1.044, 0.346], [3.513, -0.589, 0.387], [1.535, -0.031, 2.466], [0.805, 5.122, 4.199], [0.991, 3.244, 5.972], [1.352, 1.885, 0.659], [-1.758, -3.549, -1.437], [4.246, -1.081, -0.646], [1.099, 4.148, -0.022], [1.275, 1.482, 4.314], [-0.597, 1.596, -3.560], [1.068, 3.598, 2.320], [1.253, 2.270, 1.965], [-2.553, 0.077, -3.249], [1.277, 2.809, -0.312], [0.973, 3.908, 3.739], [-1.552, -3.998, -0.004], [3.344, -1.766, -1.681], [1.385, 0.400, 5.198], [-1.574, 1.011, -2.560], [1.563, -0.867, 4.690], [1.633, -1.054, 3.314], [-3.222, -3.366, -1.782], [-2.278, 2.072, -1.740], [1.078, 2.865, 4.723], [0.990, 4.549, 1.295], [-1.052, -4.454, -2.424], [1.356, 1.219, 2.956], [-3.121, 0.653, -3.980], [-3.334, -3.009, -2.806], [0.007, -4.548, -2.185], [3.865, -2.078, -2.579], [1.362, 2.449, -1.328], [-2.913, 1.617, -0.981], [-3.724, -4.331, -1.704], [1.649, -1.725, 5.342], [-2.031, -0.722, -3.775], [-3.264, -0.352, -2.542], [-2.042, -3.321, 0.698], [-1.155, -4.069, -3.438], [1.769, -2.037, 2.883], [-1.553, 2.729, -1.254], [-3.707, -2.671, -1.098], [-1.139, 2.198, -4.290], [-1.501, -5.446, -2.387], [0.130, 2.250, -3.074], [-2.900, 2.683, -2.394], [1.046, 4.862, -0.831], [-0.489, -4.066, 0.233], [-1.989, -4.988, 0.126], [0.847, 5.591, 1.554], [-0.071, 0.809, -4.101], [1.326, 0.578, 6.264]], "atomic_forces_ev_per_a": [[0.4, 0.3, 0.0], [0.2, 0.0, 0.0], [0.0, 0.0, 0.0], [0.0, -0.1, -0.1], [0.0, 0.1, 0.2], [0.0, -0.1, 0.0], [0.0, 0.0, 0.0], [0.0, 0.0, 0.0], [0.0, 0.0, 0.0], [0.0, -0.2, -0.2], [-0.3, -0.1, -0.1], [0.0, 0.0, 0.0], [-0.2, -0.1, 0.0], [-0.2, 0.0, -0.1], [0.0, 0.0, 0.1], [0.0, 0.0, 0.0], [-0.1, -0.1, -0.1], [0.0, 0.1, -0.1], [0.0, 0.0, 0.0], [0.0, 0.0, 0.0], [0.0, 0.0, 0.0], [0.0, 0.1, 0.0], [0.0, 0.0, 0.0], [0.0, -0.1, 0.0], [0.1, 0.0, 0.0], [0.0, 0.0, 0.0], [0.0, 0.0, 0.1], [0.0, 0.1, 0.0], [0.0, -0.1, 0.0], [0.0, -0.1, 0.0], [0.0, 0.0, -0.1], [0.0, 0.0, 0.0], [0.0, 0.0, 0.0], [0.0, 0.0, 0.0], [0.0, 0.0, 0.1], [0.0, 0.0, 0.0], [0.0, 0.0, 0.0], [0.0, 0.0, 0.0], [0.0, 0.0, 0.0], [0.0, 0.0, 0.0], [0.0, 0.0, 0.0], [0.0, 0.0, 0.0], [0.0, 0.0, 0.0], [0.0, 0.0, 0.0], [0.0, 0.0, 0.0], [0.0, 0.0, 0.0], [0.0, 0.0, 0.0], [0.0, 0.0, 0.0], [0.0, 0.0, 0.0], [0.0, 0.0, 0.0], [0.0, 0.0, 0.0], [0.0, 0.0, 0.0], [0.0, 0.0, 0.0], [0.0, 0.0, 0.0], [0.0, 0.0, 0.0], [0.0, 0.0, 0.0], [0.0, 0.0, 0.0], [0.0, 0.0, 0.0], [0.0, 0.0, 0.0], [0.0, 0.0, 0.0], [0.0, 0.0, 0.0], [0.0, 0.0, 0.0]], "e_homo_ha": [-0.5455, -0.5497], "e_above_lowest_kcal_mol": 3.0, "charge": 2, "lumo_energy_ev": [-7.926, -7.818], "multiplicity": 3}

(2)
{"formula": "C22H25N3O3S", "method": "wB97M-V/def2-TZVPD", "species": ["S", "O", "O", "O", "N", "N", "N", "C", "C", "C", "C", "C", "C", "C", "C", "C", "C", "C", "C", "C", "C", "C", "C", "C", "C", "C", "C", "C", "C", "H", "H", "H", "H", "H", "H", "H", "H", "H", "H", "H", "H", "H", "H", "H", "H", "H", "H", "H", "H", "H", "H", "H", "H", "H"], "coordinates": [[0.319, -3.061, -2.038], [0.964, -4.245, -1.562], [0.043, -2.954, -3.439], [1.519, 3.154, -2.490], [1.194, 4.056, -3.443], [-1.616, 0.856, 2.040], [-1.174, -2.907, -1.279], [0.896, -0.473, -2.333], [-0.789, -3.845, 2.250], [2.236, -2.564, 0.553], [-1.148, 2.561, 3.674], [-1.180, -2.679, 2.888], [-1.601, -1.663, 0.762], [1.924, -1.425, -0.360], [0.138, 4.102, -5.646], [-1.594, -1.580, 2.147], [-1.194, -2.826, 0.122], [1.134, 1.924, -2.888], [0.618, 3.412, -4.425], [-0.792, -3.927, 0.870], [-2.027, -0.304, 2.818], [2.155, 0.937, -0.863], [0.172, 1.867, 3.304], [2.415, -0.152, -0.061], [0.547, 2.028, -4.124], [-2.123, 2.113, 2.565], [1.160, -1.553, -1.513], [1.393, 0.790, -2.025], [-0.175, 1.053, 2.037], [-1.702, -2.178, -1.737], [2.067, -3.515, 0.061], [-1.644, -0.285, 3.851], [1.600, -2.514, 1.437], [0.657, 3.714, -6.521], [-3.121, -0.291, 2.869], [0.969, 2.580, 3.102], [-0.472, -4.819, 0.358], [0.311, -0.645, -3.222], [0.324, 5.168, -5.560], [-1.052, 3.644, 3.700], [0.506, 1.206, 4.103], [-3.149, 2.008, 2.916], [-1.916, -0.803, 0.189], [-0.929, 3.929, -5.780], [0.138, 1.251, -4.734], [2.546, 1.911, -0.610], [0.345, 0.097, 1.987], [-0.476, -4.697, 2.834], [3.016, -0.026, 0.828], [0.078, 1.628, 1.141], [-2.109, 2.837, 1.745], [3.272, -2.503, 0.884], [-1.504, 2.231, 4.650], [-1.167, -2.624, 3.967]], "atomic_forces_ev_per_a": [[-0.4, 0.1, -0.1], [0.0, 0.2, 0.2], [-0.1, 0.3, 0.1], [0.1, -1.0, 0.5], [-0.2, 1.0, -0.8], [-0.2, -0.2, -0.1], [0.5, -0.3, -0.9], [0.1, 0.5, -0.2], [0.0, -0.1, 0.0], [0.1, -0.1, 0.2], [-0.1, 0.0, 0.0], [0.0, 0.1, 0.0], [0.0, -0.1, -0.1], [0.1, 0.0, 0.1], [0.0, 0.1, 0.0], [0.0, -0.1, 0.1], [0.0, -0.1, 0.9], [-0.5, 0.3, -1.2], [0.2, -0.2, 0.5], [-0.1, 0.0, 0.1], [-0.1, 0.1, 0.0], [-0.1, 0.0, -0.2], [0.0, -0.1, -0.1], [-0.1, -0.1, -0.1], [0.4, 0.0, 0.8], [-0.1, 0.2, 0.0], [-0.2, -0.5, -0.2], [0.1, -0.3, 0.5], [0.2, 0.1, -0.1], [-0.1, 0.1, -0.1], [0.1, 0.0, 0.2], [0.0, -0.1, 0.0], [0.0, 0.0, 0.1], [0.0, 0.0, -0.1], [0.1, 0.0, 0.1], [0.1, 0.0, 0.0], [0.0, -0.1, 0.0], [-0.1, 0.1, -0.1], [0.0, 0.1, -0.1], [0.0, 0.0, 0.1], [0.1, 0.0, 0.0], [0.0, 0.0, -0.1], [0.0, 0.1, -0.1], [0.0, 0.0, 0.0], [-0.1, -0.2, -0.1], [0.1, 0.1, 0.0], [0.0, 0.0, -0.1], [0.0, -0.1, 0.0], [0.1, 0.0, 0.1], [0.1, -0.1, 0.0], [-0.1, 0.0, 0.1], [0.1, 0.0, 0.0], [0.0, 0.1, 0.0], [0.0, 0.0, 0.1]], "e_homo_ha": -0.3237, "e_above_lowest_kcal_mol": 79.6, "lumo_energy_ev": 0.165, "multiplicity": 1, "smiles": "Cc1cc(-c2ccc(C)c(S(=O)(=O)Nc3cccc(CN4CCCC4)c3)c2)on1"}

(3)
{"formula": "C22H25N3O4", "method": "wB97M-V/def2-TZVPD", "species": ["O", "O", "O", "O", "N", "N", "N", "C", "C", "C", "C", "C", "C", "C", "C", "C", "C", "C", "C", "C", "C", "C", "C", "C", "C", "C", "C", "C", "C", "H", "H", "H", "H", "H", "H", "H", "H", "H", "H", "H", "H", "H", "H", "H", "H", "H", "H", "H", "H", "H", "H", "H", "H", "H"], "coordinates": [[7.008, -0.072, 0.540], [0.236, -3.157, -0.723], [-4.442, 2.476, -0.069], [5.831, 2.474, 0.159], [-1.152, -1.564, 0.050], [-3.470, -0.118, -0.732], [2.452, -1.820, 0.094], [-1.489, -0.319, 0.695], [-4.521, 2.731, -1.457], [5.656, 0.007, 0.331], [5.109, 1.309, 0.139], [1.257, -1.163, -0.082], [0.078, -2.024, -0.277], [1.505, 0.188, -0.171], [-4.636, 0.035, 0.018], [-3.141, -1.399, -1.321], [-7.005, 0.403, 1.500], [7.171, 2.491, -0.281], [4.832, -1.103, 0.317], [3.749, 1.475, -0.032], [3.466, -0.921, 0.137], [-2.269, 0.568, -0.288], [-6.586, -0.867, 1.149], [-5.109, 1.326, 0.333], [2.904, 0.366, -0.025], [7.590, -1.337, 0.720], [-5.421, -1.046, 0.427], [-2.327, -2.295, -0.373], [-6.264, 1.492, 1.078], [-2.533, 1.510, 0.188], [-2.918, -2.566, 0.508], [-7.905, 0.547, 2.078], [7.195, -1.840, 1.609], [-0.592, 0.177, 1.057], [-5.117, -2.053, 0.190], [-7.159, -1.731, 1.450], [2.514, -2.826, 0.109], [7.855, 2.112, 0.481], [-6.576, 2.499, 1.308], [5.225, -2.098, 0.453], [-1.998, -3.202, -0.882], [-4.051, -1.901, -1.647], [-1.645, 0.769, -1.167], [-2.527, -1.196, -2.207], [-3.927, 3.626, -1.635], [-5.557, 2.914, -1.759], [3.366, 2.474, -0.160], [8.655, -1.152, 0.856], [7.300, 1.913, -1.200], [7.445, -1.978, -0.156], [-4.120, 1.899, -2.043], [0.802, 0.973, -0.364], [-2.138, -0.543, 1.553], [7.394, 3.539, -0.480]], "atomic_forces_ev_per_a": [[-0.4, 0.3, 0.0], [0.2, -0.1, 0.0], [-0.2, -0.4, 0.5], [-0.2, -0.2, 0.3], [0.0, -0.1, 0.0], [0.0, 0.1, -0.3], [-0.2, -0.4, 0.0], [0.0, 0.5, -0.1], [0.0, 0.1, -0.4], [0.1, -0.1, 0.0], [-0.2, 0.2, -0.1], [0.3, 0.4, 0.0], [-0.3, -0.3, 0.0], [-0.2, -0.3, 0.0], [-0.2, 0.2, 0.0], [0.0, -0.3, 0.1], [0.0, 0.0, 0.0], [0.4, 0.2, -0.1], [0.3, 0.0, 0.0], [0.4, -0.2, 0.1], [0.0, 0.7, 0.0], [0.2, 0.1, 0.5], [-0.1, 0.0, 0.1], [0.0, 0.2, 0.0], [0.4, -0.5, 0.0], [0.1, -0.2, 0.0], [0.1, 0.0, 0.0], [-0.1, -0.2, -0.4], [0.2, 0.0, 0.0], [0.1, -0.1, -0.1], [0.0, 0.0, 0.0], [-0.1, 0.0, 0.0], [0.0, 0.0, 0.0], [-0.1, 0.0, 0.0], [0.1, -0.1, 0.0], [0.0, -0.1, 0.0], [0.0, 0.1, -0.1], [-0.1, 0.1, -0.1], [0.0, 0.1, 0.0], [0.1, -0.1, 0.0], [-0.1, 0.1, 0.1], [0.0, 0.0, 0.0], [0.0, 0.0, 0.1], [0.0, -0.1, 0.0], [0.0, 0.0, -0.1], [0.1, 0.0, 0.0], [0.0, 0.2, 0.0], [-0.1, -0.1, 0.0], [0.0, 0.0, 0.0], [0.0, 0.0, 0.0], [0.0, 0.0, 0.0], [-0.2, 0.1, 0.0], [0.1, 0.1, 0.0], [0.0, -0.1, 0.0]], "e_homo_ha": -0.2826, "e_above_lowest_kcal_mol": 71.0, "lumo_energy_ev": 0.737, "multiplicity": 1, "smiles": "COc1cc2cc(C(=O)N3CCN(c4ccccc4OC)CC3)[nH]c2cc1OC"}

(4)
{"formula": "C22H25N3O4", "method": "wB97M-V/def2-TZVPD", "species": ["O", "O", "O", "O", "N", "N", "N", "C", "C", "C", "C", "C", "C", "C", "C", "C", "C", "C", "C", "C", "C", "C", "C", "C", "C", "C", "C", "C", "C", "H", "H", "H", "H", "H", "H", "H", "H", "H", "H", "H", "H", "H", "H", "H", "H", "H", "H", "H", "H", "H", "H", "H", "H", "H"], "coordinates": [[-2.954, -1.411, -2.987], [-2.107, 2.110, -0.759], [0.003, -2.830, -2.719], [-1.183, 1.605, 1.240], [-3.327, 1.038, 0.798], [-3.267, -1.404, 0.169], [0.107, -2.086, 0.393], [1.364, -2.698, 0.005], [-0.852, -1.984, -0.544], [0.061, 1.519, -1.700], [-0.854, 2.629, -1.204], [-0.796, -2.288, -1.989], [4.399, 2.691, 0.340], [1.493, -0.333, 1.393], [-3.413, 0.221, 1.988], [4.874, -0.027, 0.158], [-4.444, -0.777, -0.394], [5.690, 2.230, 0.142], [-2.207, -1.616, -0.634], [0.255, -1.175, 1.511], [-4.351, 0.757, -0.185], [2.437, -0.506, 0.470], [2.346, -1.646, -0.506], [3.572, 0.425, 0.357], [-2.193, -1.738, -2.100], [3.350, 1.798, 0.448], [5.923, 0.868, 0.056], [-3.216, -1.275, 1.605], [-2.121, 1.577, 0.473], [-0.440, 0.931, -2.467], [6.510, 2.927, 0.057], [-0.382, 3.176, -0.381], [-4.398, 0.378, 2.435], [-5.319, -1.186, 0.119], [1.774, -3.186, 0.896], [0.286, -1.749, 2.449], [0.967, 1.951, -2.118], [1.554, 0.468, 2.113], [5.077, -1.087, 0.106], [-4.083, 1.258, -1.113], [-4.026, -1.877, 2.032], [-2.271, -1.670, 1.971], [1.178, -3.448, -0.762], [0.336, 0.867, -0.874], [-1.112, 3.319, -2.010], [2.006, -1.271, -1.476], [-5.305, 1.157, 0.173], [4.209, 3.753, 0.407], [-2.647, 0.557, 2.687], [3.323, -2.103, -0.663], [6.928, 0.500, -0.092], [2.343, 2.161, 0.592], [-4.508, -1.014, -1.455], [-0.588, -0.485, 1.553]], "atomic_forces_ev_per_a": [[0.2, -0.3, 0.2], [-0.3, -0.2, 0.1], [-0.2, 0.3, 0.1], [0.5, 0.1, 0.1], [-0.1, 0.1, 0.0], [0.2, -0.1, -0.2], [-0.2, -0.1, 0.0], [0.4, -0.2, -0.3], [-0.3, 0.3, 0.1], [-0.4, 0.2, 0.1], [0.6, 0.1, -0.1], [0.5, -0.4, -0.3], [0.1, 0.1, 0.0], [-0.1, -0.1, -0.1], [0.2, 0.1, 0.1], [-0.1, 0.0, 0.0], [-0.3, 0.1, -0.2], [0.0, 0.1, 0.0], [0.1, -0.4, 0.3], [-0.1, 0.1, 0.2], [-0.1, 0.1, -0.2], [-0.2, -0.2, 0.1], [-0.3, -0.2, 0.2], [0.1, 0.2, 0.0], [-0.4, 0.5, -0.5], [0.0, -0.1, 0.0], [0.1, 0.0, 0.0], [0.0, 0.0, 0.2], [-0.2, 0.2, 0.0], [0.0, 0.0, -0.1], [0.1, 0.1, 0.0], [-0.1, 0.0, -0.2], [0.0, 0.0, 0.0], [0.0, 0.0, 0.0], [0.0, 0.0, -0.1], [-0.1, 0.1, 0.0], [0.1, 0.0, -0.1], [0.1, 0.2, 0.1], [0.0, -0.1, 0.0], [-0.1, -0.1, 0.1], [0.1, 0.0, 0.0], [0.0, 0.0, 0.0], [0.0, 0.0, 0.1], [0.1, -0.1, 0.1], [0.0, 0.0, 0.1], [0.1, 0.0, -0.1], [0.0, 0.0, -0.1], [0.0, 0.1, 0.0], [-0.2, -0.1, 0.0], [0.0, 0.0, 0.0], [0.1, 0.0, 0.0], [-0.1, 0.0, 0.0], [-0.1, 0.0, 0.1], [0.0, -0.1, 0.0]], "e_homo_ha": -0.2833, "e_above_lowest_kcal_mol": 64.1, "lumo_energy_ev": 0.645, "multiplicity": 1, "smiles": "CCOC(=O)N1CCN(c2c(N3CC=C(c4ccccc4)CC3)c(=O)c2=O)CC1"}

(5)
{"formula": "C22H25N3O4", "method": "wB97M-V/def2-TZVPD", "species": ["O", "O", "O", "O", "N", "N", "N", "C", "C", "C", "C", "C", "C", "C", "C", "C", "C", "C", "C", "C", "C", "C", "C", "C", "C", "C", "C", "C", "C", "H", "H", "H", "H", "H", "H", "H", "H", "H", "H", "H", "H", "H", "H", "H", "H", "H", "H", "H", "H", "H", "H", "H", "H", "H"], "coordinates": [[1.342, 0.316, 3.689], [2.749, 2.070, 1.160], [3.101, -1.341, 1.146], [-3.931, 0.013, -0.778], [3.536, 1.166, -0.723], [2.251, -0.515, 3.029], [1.058, 0.136, -1.413], [1.200, 0.729, -0.096], [-2.642, 3.053, -2.266], [-0.847, 1.459, -2.167], [0.591, 1.078, -2.414], [-4.144, -2.116, 0.211], [-3.787, -1.346, -0.891], [-3.045, 0.859, -1.388], [3.473, 0.320, -1.893], [-1.715, 0.529, -1.614], [-3.327, -3.348, -2.129], [0.912, -0.322, 1.011], [2.188, -0.756, 1.704], [3.502, -0.545, 3.769], [-4.086, -3.495, 0.138], [3.410, 0.667, 4.709], [2.250, -0.594, -1.781], [-1.317, 2.723, -2.495], [2.559, 1.379, 0.172], [-3.671, -4.115, -1.029], [-3.509, 2.131, -1.714], [-3.386, -1.968, -2.069], [2.140, 1.371, 4.211], [4.280, 1.313, 4.636], [-3.014, -3.826, -3.045], [0.449, 1.521, -0.003], [-0.645, 3.452, -2.924], [-1.336, -0.444, -1.344], [-3.620, -5.192, -1.082], [0.657, 0.581, -3.388], [2.373, 2.083, 3.411], [4.384, -0.280, -1.952], [-4.362, -4.087, 0.998], [1.202, 1.995, -2.463], [2.442, -1.331, -0.997], [-3.002, 4.039, -2.518], [4.322, -0.476, 3.052], [0.457, -1.192, 0.538], [0.225, 0.085, 1.749], [1.559, 1.850, 4.997], [3.412, 0.944, -2.796], [-4.542, 2.376, -1.521], [3.290, 0.343, 5.742], [-3.132, -1.370, -2.933], [3.587, -1.486, 4.318], [2.079, -1.114, -2.726], [4.426, 1.593, -0.502], [-4.466, -1.616, 1.112]], "atomic_forces_ev_per_a": [[-0.4, -0.3, -0.3], [-0.1, 0.1, 0.4], [0.2, -0.1, -0.2], [-0.2, 0.1, 0.1], [0.4, 0.1, -0.2], [0.3, 0.0, 0.6], [-0.1, 0.1, -0.2], [-0.1, -0.2, 0.2], [0.0, 0.0, 0.0], [-0.1, 0.2, 0.0], [0.1, 0.0, 0.0], [0.1, 0.4, -0.1], [0.0, -0.5, 0.0], [0.3, 0.4, -0.2], [-0.3, -0.2, -0.3], [-0.2, -0.1, 0.1], [0.0, 0.0, 0.0], [0.2, 0.2, 0.1], [-0.7, 0.0, 0.1], [0.3, -0.1, 0.1], [0.0, -0.1, 0.0], [-0.3, 0.0, 0.0], [0.3, -0.1, -0.1], [0.1, 0.0, 0.0], [-0.1, 0.3, -0.4], [0.0, -0.1, 0.0], [-0.1, -0.3, 0.1], [-0.1, 0.3, 0.0], [0.5, 0.4, 0.0], [0.0, 0.0, 0.0], [0.0, 0.0, -0.1], [0.2, -0.1, 0.0], [0.1, 0.1, 0.0], [0.0, -0.1, 0.0], [0.0, -0.1, 0.0], [0.1, 0.1, 0.0], [-0.1, -0.1, 0.1], [-0.1, 0.0, 0.0], [0.0, 0.0, 0.1], [0.0, 0.0, -0.1], [0.0, 0.0, -0.1], [0.0, 0.1, 0.0], [-0.1, 0.0, 0.1], [0.1, 0.0, 0.0], [0.0, -0.1, -0.1], [0.0, -0.1, 0.0], [0.0, -0.1, 0.0], [-0.1, 0.0, 0.0], [0.0, 0.0, 0.0], [0.0, 0.0, 0.0], [0.1, 0.1, 0.0], [0.0, 0.0, 0.0], [-0.2, 0.0, 0.1], [0.0, 0.1, 0.1]], "e_homo_ha": -0.3083, "e_above_lowest_kcal_mol": 73.1, "lumo_energy_ev": 0.759, "multiplicity": 1, "smiles": "O=C1NCCN(Cc2cccc(Oc3ccccc3)c2)[C@H]1CC(=O)N1CCCO1"}